C15H40O15S5 | ωB97M-V with the def2-TZVPD basis set

ORCA input file:
```
! wB97M-V def2-TZVPD RIJCOSX def2/J DEFGRID3
* xyz 1 2
S -1.31 0.15 0.59
S -7.04 -2.64 0.55
S 5.96 3.36 1.82
S 0.45 0.59 5.36
S 3.26 -1.99 -3.58
O 3.79 -2.30 -4.92
O -7.34 -3.95 1.22
O 3.21 -0.63 -3.08
O -7.52 -2.85 -0.96
O -0.78 0.01 -0.98
O -5.73 -1.97 0.53
O 4.95 4.22 0.90
O 5.42 2.03 2.05
O 0.07 -0.36 6.44
O 1.44 -0.24 4.34
O 1.03 1.92 5.66
O 6.28 4.22 2.92
O -0.89 1.43 1.10
O 1.71 -2.69 -3.46
O -1.11 -1.11 1.35
C -8.23 -1.51 1.15
C 0.79 1.72 -1.73
C -8.04 -2.23 -3.14
C 0.21 -3.48 -2.03
C 7.42 3.28 0.58
C 4.00 3.95 -1.50
C 4.03 3.54 0.03
C -3.06 0.18 0.03
C -1.04 0.91 4.36
C 4.07 -3.02 -2.33
C -7.29 -1.77 -1.86
C 2.33 0.37 3.45
C -0.67 1.15 -1.75
C 0.78 -2.13 -2.59
C 3.33 -0.63 2.89
H 1.18 1.58 -0.72
H -3.33 1.10 -0.50
H 5.07 3.74 -1.61
H 2.93 -1.55 2.48
H -0.48 -3.40 -1.19
H -7.78 -0.85 -1.54
H 5.06 -2.57 -2.42
H -9.05 -2.47 -2.80
H 1.27 -1.51 -1.84
H -3.68 -0.01 0.91
H -0.67 1.62 3.62
H 4.28 2.49 0.12
H 1.03 -4.04 -1.58
H -3.22 -0.62 -0.70
H 0.25 -1.35 -3.14
H 3.68 -2.66 -1.37
H 7.02 3.08 -0.42
H -8.72 -1.98 2.00
H -6.30 -1.47 -2.18
H 3.38 3.32 -2.13
H -7.50 -3.12 -3.48
H 2.68 1.30 3.89
H 3.86 5.01 -1.70
H 1.50 1.55 -2.54
H -8.90 -1.53 0.29
H 8.13 2.53 0.92
H 3.02 3.72 0.41
H -1.80 1.36 5.00
H 3.92 0.00 2.21
H 1.71 0.62 2.59
H -7.95 -1.62 -4.03
H 4.01 -4.08 -2.56
H 3.93 -1.12 3.67
H -0.25 -4.07 -2.82
H 0.76 2.81 -1.73
H -0.91 0.97 -2.80
H 7.81 4.29 0.52
H -1.37 1.92 -1.42
H -7.70 -0.59 1.41
H -1.35 0.06 3.76
*
```

The frontier orbital gap (spin up / spin down) is 8.92 / 2.03 eV. The value obtained for the molar mass is 620.81 g mol⁻¹. The highest occupied orbital energy (spin up / spin down) comes out at -12.33 / -12.33 eV. The value obtained for the LUMO energy (spin up / spin down) is -0.1250 / -0.3785 Ha. The energy above the lowest of the compared OMol25 structures with the same formula, charge and spin comes out at 33.5 kcal/mol.

How is the electron density shared among the atoms? According to Löwdin, the charges in e are: 0.69 0.66 0.65 0.71 0.75 -0.21 -0.30 -0.24 -0.26 -0.32 -0.32 -0.26 -0.31 -0.31 -0.26 -0.31 -0.26 -0.27 -0.06 -0.29 -0.11 -0.06 -0.06 0.03 -0.07 -0.03 -0.26 -0.09 -0.12 -0.05 -0.29 -0.29 -0.29 -0.17 -0.06 0.07 0.07 0.06 0.07 0.11 0.11 0.10 0.09 0.14 0.07 0.04 0.09 0.09 0.07 0.19 0.09 0.04 0.08 0.11 0.06 0.08 0.12 0.08 0.06 0.07 0.06 0.11 0.08 0.06 0.10 0.08 0.10 0.08 0.10 0.08 0.12 0.06 0.11 0.08 0.05